No. 1
C3H5NO2 | wB97M-V/def2-TZVPD

CARTESIAN COORDINATES (ANGSTROEM)
1 O -1.586 -1.792 0.585
2 C 0.423 -0.186 -0.463
3 H 1.369 0.613 1.281
4 C 0.459 0.788 0.692
5 C -1.016 -0.724 0.529
6 H -1.416 0.227 -0.043
7 N -0.653 0.244 1.457
8 H 0.601 -0.306 -2.379
9 H 0.395 1.850 0.435
10 H 1.078 -1.062 -0.381
11 O 0.347 0.346 -1.714



No. 2
C3H5NO2P | wB97M-V/def2-TZVPD

CARTESIAN COORDINATES (ANGSTROEM)
1 H 0.396 -1.711 -0.015
2 C -0.130 -0.908 0.368
3 C 1.137 0.561 -0.096
4 N 3.473 -0.504 -0.496
5 H 0.792 1.178 -0.848
6 C 2.472 0.009 -0.292
7 H 0.931 1.099 0.964
8 O -1.692 1.210 -0.587
9 H -0.131 -1.026 1.461
10 H -2.650 1.307 -0.464
11 P -1.796 -0.554 -0.539
12 O -2.801 -0.660 0.544

Summary:
net charge = -1



No. 3
C3H5NO2S | wB97M-V/def2-TZVPD

CARTESIAN COORDINATES (ANGSTROEM)
1 H 0.652 1.348 1.048
2 H 0.923 -2.147 -0.149
3 H 1.240 -0.239 -1.153
4 H -1.512 2.463 -0.060
5 C 0.390 -0.207 -0.407
6 O -1.047 0.729 -2.933
7 N 0.409 -1.456 0.311
8 C -1.089 1.564 -0.293
9 H -0.470 -1.678 0.703
10 O -2.227 -0.804 -1.298
11 S -1.183 0.177 -1.555
12 C 0.024 1.051 0.306



No. 4
C3H5NO2S | wB97M-V/def2-TZVPD

CARTESIAN COORDINATES (ANGSTROEM)
1 H -2.153 1.325 -1.630
2 H -1.894 1.680 1.509
3 C -1.837 0.969 -0.682
4 H 1.574 -2.120 -0.565
5 S 1.149 0.061 -0.015
6 O 1.651 0.875 1.062
7 N 1.690 -1.553 0.266
8 H 2.659 -1.556 0.559
9 O 1.489 0.452 -1.369
10 C -1.743 1.107 0.626
11 C -1.182 -0.102 0.043
12 H -1.403 -1.137 0.197



No. 5
C3H5NO2S | wB97M-V/def2-TZVPD

CARTESIAN COORDINATES (ANGSTROEM)
1 H -0.390 -1.767 0.551
2 H 1.643 1.135 -2.978
3 H -0.180 1.396 0.741
4 H -1.843 0.305 0.932
5 N 2.026 1.869 -0.076
6 O 2.329 1.298 -2.377
7 C 0.072 -0.823 0.358
8 S -0.588 -0.192 -1.168
9 H 1.150 -0.727 0.406
10 C -0.725 0.404 0.530
11 O 1.669 2.009 1.072
12 C 2.007 1.338 -1.136

Summary:
SMILES string = [O-][N+]#CO.C1CS1



No. 6
C3H5NO2S | wB97M-V/def2-TZVPD

CARTESIAN COORDINATES (ANGSTROEM)
1 O -1.242 1.385 -0.536
2 N -0.905 -1.287 0.019
3 S 1.777 -0.942 -0.105
4 H 1.287 1.955 1.334
5 C 0.871 2.029 0.384
6 O -2.165 -0.881 0.287
7 H 1.549 1.885 -0.499
8 H 0.300 3.009 0.253
9 C -0.192 1.016 -0.039
10 C 0.145 -0.500 0.023
11 H -0.933 -2.240 0.117
12 H -1.976 0.165 0.121

Summary:
SMILES string = CC(=O)C(=S)NO



No. 7
C3H5NO2S2 | wB97M-V/def2-TZVPD

CARTESIAN COORDINATES (ANGSTROEM)
1 N -1.226 -1.328 0.219
2 H -2.782 -1.284 1.456
3 H -1.469 -2.035 -0.323
4 C 1.046 1.697 -1.544
5 H 0.298 2.382 -1.879
6 H 2.867 0.580 -1.015
7 S 0.072 -0.272 -0.414
8 C -1.915 -0.659 1.150
9 O 0.679 -1.214 -1.337
10 S 1.249 -0.229 1.280
11 C 2.191 1.347 -1.346
12 H 0.696 0.619 2.076
13 O -1.708 0.395 1.678



No. 8
C3H5NO3 | wB97M-V/def2-TZVPD

CARTESIAN COORDINATES (ANGSTROEM)
1 N 0.277 0.178 -0.873
2 H 0.978 1.649 0.334
3 C 1.074 -0.125 1.513
4 C -0.785 -0.617 -1.228
5 O -0.775 -1.356 -2.178
6 C 0.392 0.743 0.479
7 O -1.899 -0.465 -0.431
8 O 2.057 0.298 2.063
9 H 1.122 -0.165 -1.281
10 H 0.701 -1.146 1.680
11 H -2.557 -0.022 -0.947
12 H -0.585 1.029 0.869

Summary:
SMILES string = O=CCNC(=O)O



No. 9
C3H5NO3 | wB97M-V/def2-TZVPD

CARTESIAN COORDINATES (ANGSTROEM)
1 H 1.725 0.285 -1.614
2 C -0.384 -0.930 1.309
3 O 0.619 -1.634 -1.648
4 N -0.193 0.248 -0.541
5 H 0.655 -1.152 1.214
6 C 0.651 -0.445 -1.305
7 O -1.380 2.133 -0.133
8 O -1.135 -0.487 0.071
9 H 0.926 2.159 -0.625
10 H -0.348 -0.037 2.095
11 H -0.963 -1.756 1.577
12 C -0.173 1.616 -0.399

Summary:
SMILES string = CON(C=O)C=O



No. 10
C3H5NO3 | wB97M-V/def2-TZVPD

CARTESIAN COORDINATES (ANGSTROEM)
1 H 1.073 -0.330 1.032
2 O -1.227 -2.626 0.712
3 C -0.771 -0.132 -0.666
4 H 2.399 -0.559 -0.046
5 O -2.719 -2.590 -1.016
6 N 1.325 -0.852 0.178
7 O -0.990 0.471 0.591
8 H -1.734 0.075 1.004
9 H -1.730 -0.202 -1.325
10 C 0.264 -0.792 -1.059
11 H 1.318 -1.860 0.404
12 C -1.944 -2.597 -0.192



No. 11
C3H5NO3 | wB97M-V/def2-TZVPD

CARTESIAN COORDINATES (ANGSTROEM)
1 C 0.479 -0.404 -0.784
2 H -0.764 0.562 -2.065
3 C 0.312 1.094 0.817
4 H 1.237 -0.868 -1.424
5 C -0.053 -0.275 1.377
6 H 0.522 -0.466 2.286
7 O 0.353 -1.183 0.369
8 H -1.233 -1.001 -1.734
9 O 0.135 2.178 1.287
10 H -1.123 -0.343 1.595
11 O 0.950 0.867 -0.370
12 N -0.816 -0.160 -1.354

Summary:
SMILES string = N[C@@H]1OCC(=O)O1



No. 12
C3H5NO3 | wB97M-V/def2-TZVPD

CARTESIAN COORDINATES (ANGSTROEM)
1 O 0.537 -1.366 0.964
2 O -0.049 -0.852 -1.135
3 H -0.914 1.587 -1.623
4 C 0.938 0.000 0.759
5 H -1.062 -2.354 0.052
6 N -0.268 1.598 -0.841
7 H 0.836 0.571 1.685
8 O -1.302 -0.226 0.348
9 H 0.624 1.993 -1.112
10 C -0.546 -1.399 0.064
11 H 1.955 0.060 0.362
12 C -0.145 0.342 -0.283



| no. | HOMO-LUMO gap (eV) | molecular weight (g/mol) |
| --- | --- | --- |
| 1 | 8.011 | 87.08 |
| 2 | 7.266 | 118.05 |
| 3 | 10.097 | 119.14 |
| 4 | 9.455 | 119.14 |
| 5 | 8.721 | 119.14 |
| 6 | 7.905 | 119.14 |
| 7 | 9.935 | 151.21 |
| 8 | 10.551 | 103.08 |
| 9 | 10.437 | 103.08 |
| 10 | 8.469 | 103.08 |
| 11 | 11.304 | 103.08 |
| 12 | 11.250 | 103.08 |